Record 1
DFT (ωB97M-V/def2-TZVPD) results for 7 unconnected molecules or ions with the total composition C39H94N6O15 at a distorted geometry.

Last column: Löwdin charge in e.
Cartesian coordinates (Å):
1 C 25.220 -19.536 -10.850  -0.117
2 O 25.801 -20.007 -12.042  -0.204
3 C 26.043 -21.421 -12.053  -0.206
4 C 27.438 -21.751 -12.540  -0.225
5 N 27.723 -21.040 -13.755  -0.072
6 C 29.080 -21.021 -14.212  -0.213
7 C 29.637 -22.442 -14.421  -0.239
8 O 30.905 -22.308 -15.021  -0.201
9 C 30.930 -22.139 -16.444  -0.093
10 H 24.347 -20.146 -10.597  0.096
11 H 24.891 -18.535 -11.131  0.078
12 H 25.955 -19.471 -10.042  0.086
13 H 25.265 -21.969 -12.590  0.125
14 H 25.921 -21.746 -11.015  0.114
15 H 27.421 -22.837 -12.676  0.120
16 H 28.189 -21.476 -11.782  0.126
17 H 27.303 -20.123 -13.678  0.106
18 H 29.740 -20.509 -13.491  0.121
19 H 29.295 -20.456 -15.120  0.115
20 H 28.953 -23.101 -14.972  0.124
21 H 29.730 -23.007 -13.491  0.114
22 H 31.427 -22.996 -16.895  0.082
23 H 31.543 -21.269 -16.682  0.083
24 H 29.927 -21.935 -16.816  0.085
25 C 23.225 -11.351 1.596  -0.079
26 O 23.157 -12.271 0.491  -0.231
27 C 22.654 -13.584 0.838  -0.214
28 C 21.190 -13.580 1.236  -0.225
29 N 20.385 -13.011 0.187  -0.044
30 C 19.666 -13.898 -0.734  -0.204
31 C 18.671 -14.917 -0.182  -0.210
32 O 18.043 -15.534 -1.295  -0.199
33 C 17.510 -16.814 -1.112  -0.123
34 H 23.798 -10.538 1.152  0.090
35 H 23.905 -11.810 2.319  0.088
36 H 22.224 -11.093 1.930  0.085
37 H 23.196 -13.908 1.735  0.117
38 H 22.869 -14.185 -0.044  0.107
39 H 21.097 -12.988 2.154  0.109
40 H 21.015 -14.640 1.452  0.120
41 H 21.090 -12.605 -0.421  0.096
42 H 20.279 -14.476 -1.440  0.097
43 H 19.073 -13.175 -1.297  0.121
44 H 17.894 -14.347 0.337  0.129
45 H 19.159 -15.677 0.434  0.113
46 H 18.094 -17.423 -0.413  0.083
47 H 17.544 -17.424 -2.018  0.079
48 H 16.458 -16.733 -0.824  0.088
49 C 17.407 -14.332 -9.195  -0.095
50 O 17.717 -13.059 -9.724  -0.198
51 C 17.367 -11.866 -9.079  -0.215
52 C 18.491 -11.300 -8.202  -0.221
53 N 18.763 -12.105 -7.040  -0.044
54 C 20.060 -11.781 -6.439  -0.213
55 C 20.431 -12.663 -5.261  -0.207
56 O 20.164 -14.013 -5.663  -0.200
57 C 20.311 -14.838 -4.513  -0.099
58 H 18.055 -14.524 -8.335  0.070
59 H 17.669 -15.107 -9.911  0.087
60 H 16.355 -14.378 -8.906  0.090
61 H 16.524 -12.173 -8.443  0.120
62 H 17.019 -11.097 -9.770  0.119
63 H 18.078 -10.326 -7.912  0.118
64 H 19.396 -11.081 -8.782  0.118
65 H 18.801 -13.100 -7.222  0.076
66 H 19.862 -10.810 -5.963  0.119
67 H 20.871 -11.523 -7.132  0.113
68 H 19.591 -12.447 -4.584  0.120
69 H 21.353 -12.492 -4.706  0.110
70 H 21.342 -14.925 -4.160  0.074
71 H 19.797 -15.780 -4.690  0.085
72 H 19.730 -14.370 -3.709  0.073
73 C 27.361 -16.817 -9.420  -0.114
74 O 26.426 -16.729 -8.372  -0.180
75 C 25.111 -16.416 -8.860  -0.210
76 C 24.156 -16.220 -7.717  -0.184
77 N 24.587 -15.037 -6.956  -0.057
78 C 23.561 -14.569 -6.031  -0.207
79 C 24.168 -13.745 -4.934  -0.229
80 O 24.857 -14.541 -3.986  -0.190
81 C 25.316 -13.867 -2.835  -0.091
82 H 27.281 -16.016 -10.166  0.084
83 H 27.232 -17.714 -10.033  0.067
84 H 28.364 -16.806 -8.998  0.087
85 H 24.708 -17.057 -9.649  0.099
86 H 25.296 -15.477 -9.390  0.092
87 H 24.040 -17.029 -6.987  0.124
88 H 23.147 -16.063 -8.106  0.124
89 H 25.515 -15.114 -6.572  0.099
90 H 23.158 -15.433 -5.476  0.107
91 H 22.722 -14.155 -6.590  0.118
92 H 23.306 -13.238 -4.479  0.096
93 H 24.843 -12.940 -5.244  0.123
94 H 26.209 -13.271 -3.046  0.084
95 H 25.608 -14.576 -2.060  0.068
96 H 24.545 -13.248 -2.366  0.088
97 C 26.670 -15.729 0.474  -0.099
98 O 26.035 -16.463 -0.538  -0.214
99 C 24.767 -17.052 -0.330  -0.227
100 C 24.443 -17.870 -1.523  -0.211
101 N 23.037 -18.248 -1.616  -0.061
102 C 22.160 -17.320 -2.326  -0.189
103 C 20.918 -18.094 -2.768  -0.179
104 O 21.223 -19.399 -3.301  -0.213
105 C 20.112 -20.199 -3.565  -0.123
106 H 27.571 -16.273 0.774  0.087
107 H 25.982 -15.565 1.307  0.087
108 H 27.007 -14.792 0.019  0.082
109 H 23.985 -16.299 -0.166  0.106
110 H 24.718 -17.692 0.559  0.129
111 H 24.838 -18.890 -1.567  0.129
112 H 24.823 -17.334 -2.407  0.122
113 H 22.978 -19.154 -2.051  0.092
114 H 22.742 -17.021 -3.214  0.106
115 H 21.969 -16.368 -1.830  0.104
116 H 20.295 -17.611 -3.519  0.103
117 H 20.373 -18.352 -1.854  0.114
118 H 19.458 -20.210 -2.684  0.087
119 H 20.425 -21.224 -3.763  0.088
120 H 19.538 -19.889 -4.445  0.087
121 C 28.527 -9.638 -12.832  -0.136
122 O 27.723 -10.292 -11.894  -0.204
123 C 27.789 -9.668 -10.605  -0.191
124 C 26.836 -10.498 -9.719  -0.211
125 N 25.528 -10.503 -10.347  -0.058
126 C 24.772 -11.747 -10.169  -0.183
127 C 25.339 -12.949 -10.935  -0.225
128 O 25.193 -12.790 -12.334  -0.171
129 C 25.570 -13.896 -13.092  -0.136
130 H 28.728 -10.194 -13.747  0.086
131 H 29.487 -9.328 -12.401  0.082
132 H 28.176 -8.669 -13.216  0.086
133 H 27.484 -8.621 -10.651  0.126
134 H 28.832 -9.806 -10.311  0.122
135 H 26.715 -9.947 -8.783  0.116
136 H 27.352 -11.447 -9.548  0.105
137 H 25.610 -10.430 -11.357  0.095
138 H 23.749 -11.632 -10.531  0.117
139 H 24.782 -11.941 -9.095  0.113
140 H 24.792 -13.848 -10.636  0.102
141 H 26.393 -13.076 -10.665  0.112
142 H 24.974 -14.807 -12.914  0.081
143 H 26.588 -14.256 -12.915  0.085
144 H 25.373 -13.785 -14.158  0.086
145 O 31.255 -11.786 -5.718  0.162
146 C 30.301 -12.497 -5.781  -0.578
147 O 29.035 -12.086 -5.999  0.066
148 C 28.190 -13.202 -6.164  -0.122
149 C 29.044 -14.401 -5.725  -0.095
150 O 30.343 -13.824 -5.616  0.068
151 H 27.390 -13.113 -5.426  0.110
152 H 27.813 -13.265 -7.185  0.127
153 H 29.190 -15.130 -6.523  0.127
154 H 28.605 -14.857 -4.840  0.129

## Properties
- DFT total energy (Ha) = -2999.07843
- SMILES = COCCNCCOC.COCCNCCOC.COCCNCCOC.COCCNCCOC.COCCNCCOC.COCCNCCOC.O=C1OCCO1
- Kohn-Sham gap (eV) = 9.060
- total charge = 0
- LUMO level (eV) = 0.47
- max |F| (eV Å⁻¹) = 3.0

Record 2
DFT (ωB97M-V/def2-TZVPD) results for 8 unconnected molecules or ions with the total composition C39H96N8O3 at a distorted geometry.

Last column: Löwdin charge in e.
Cartesian coordinates (Å):
1 C 8.434 -11.770 -10.043  -0.079
2 C 8.643 -11.382 -8.581  -0.260
3 N 8.441 -12.467 -7.641  -0.181
4 C 7.108 -13.044 -7.718  -0.258
5 C 6.872 -14.250 -6.823  -0.090
6 C 8.804 -12.087 -6.284  -0.249
7 C 7.972 -10.974 -5.628  -0.072
8 H 7.388 -11.906 -10.291  0.067
9 H 8.991 -12.695 -10.220  0.080
10 H 8.890 -10.984 -10.642  0.034
11 H 9.669 -11.017 -8.460  0.106
12 H 8.009 -10.501 -8.385  0.086
13 H 6.303 -12.302 -7.528  0.123
14 H 6.917 -13.310 -8.761  0.105
15 H 7.579 -15.074 -6.937  0.071
16 H 6.853 -13.980 -5.764  0.063
17 H 5.878 -14.651 -7.041  0.074
18 H 9.877 -11.870 -6.217  0.105
19 H 8.743 -12.983 -5.656  0.100
20 H 7.681 -10.223 -6.366  0.042
21 H 8.557 -10.413 -4.898  0.072
22 H 7.052 -11.370 -5.213  0.070
23 C 11.200 -6.520 -3.794  -0.080
24 C 9.977 -5.612 -3.687  -0.277
25 N 8.919 -5.993 -4.629  -0.183
26 C 8.172 -4.804 -5.067  -0.265
27 C 8.940 -4.013 -6.116  -0.090
28 C 8.015 -6.945 -3.948  -0.241
29 C 7.090 -7.668 -4.933  -0.097
30 H 11.818 -6.368 -2.898  0.072
31 H 11.810 -6.223 -4.641  0.069
32 H 10.909 -7.566 -3.801  0.061
33 H 9.587 -5.596 -2.655  0.113
34 H 10.284 -4.580 -3.872  0.101
35 H 7.286 -5.197 -5.574  0.095
36 H 7.886 -4.140 -4.239  0.121
37 H 9.368 -4.640 -6.896  0.072
38 H 8.287 -3.269 -6.575  0.070
39 H 9.774 -3.483 -5.644  0.061
40 H 7.424 -6.407 -3.187  0.119
41 H 8.616 -7.725 -3.474  0.107
42 H 6.297 -7.020 -5.317  0.054
43 H 6.635 -8.552 -4.487  0.070
44 H 7.629 -7.993 -5.822  0.045
45 C 6.132 -22.472 -8.642  -0.083
46 C 6.604 -21.417 -9.645  -0.260
47 N 6.202 -20.065 -9.242  -0.197
48 C 6.171 -19.160 -10.395  -0.263
49 C 4.813 -19.192 -11.091  -0.083
50 C 7.077 -19.553 -8.229  -0.304
51 C 6.445 -18.457 -7.398  -0.089
52 H 6.272 -22.140 -7.615  0.060
53 H 6.755 -23.366 -8.732  0.072
54 H 5.084 -22.694 -8.816  0.070
55 H 7.700 -21.454 -9.749  0.116
56 H 6.132 -21.652 -10.599  0.107
57 H 6.467 -18.156 -10.099  0.106
58 H 6.921 -19.504 -11.133  0.114
59 H 4.106 -18.505 -10.622  0.069
60 H 4.899 -18.915 -12.143  0.068
61 H 4.390 -20.194 -11.027  0.066
62 H 8.061 -19.197 -8.595  0.121
63 H 7.384 -20.321 -7.512  0.107
64 H 5.831 -17.780 -8.000  0.065
65 H 7.210 -17.828 -6.931  0.066
66 H 5.801 -18.829 -6.601  0.072
67 C 0.801 -7.572 -0.481  -0.099
68 C 1.757 -8.615 0.074  -0.257
69 N 1.667 -9.922 -0.575  -0.204
70 C 2.646 -10.868 -0.127  -0.291
71 C 2.784 -10.948 1.367  -0.107
72 C 1.436 -9.962 -1.997  -0.257
73 C 2.642 -9.611 -2.864  -0.080
74 H 0.879 -6.638 0.074  0.073
75 H -0.233 -7.924 -0.437  0.083
76 H 0.981 -7.310 -1.529  0.064
77 H 2.807 -8.261 0.032  0.121
78 H 1.499 -8.724 1.130  0.105
79 H 3.644 -10.691 -0.573  0.112
80 H 2.328 -11.852 -0.495  0.121
81 H 1.815 -11.005 1.877  0.082
82 H 3.247 -10.057 1.802  0.067
83 H 3.369 -11.814 1.674  0.072
84 H 1.020 -10.935 -2.269  0.117
85 H 0.676 -9.215 -2.227  0.092
86 H 3.450 -10.328 -2.722  0.060
87 H 2.387 -9.598 -3.926  0.055
88 H 3.054 -8.628 -2.615  0.075
89 C 2.527 -6.375 -6.602  -0.094
90 C 2.949 -7.003 -7.927  -0.251
91 N 2.106 -8.145 -8.319  -0.181
92 C 2.041 -9.171 -7.293  -0.261
93 C 3.306 -9.912 -6.914  -0.083
94 C 2.485 -8.607 -9.657  -0.268
95 C 1.397 -9.466 -10.300  -0.087
96 H 1.482 -6.057 -6.656  0.080
97 H 3.081 -5.441 -6.440  0.071
98 H 2.690 -6.983 -5.713  0.055
99 H 2.773 -6.253 -8.700  0.111
100 H 4.007 -7.306 -7.902  0.102
101 H 1.623 -8.701 -6.403  0.093
102 H 1.260 -9.861 -7.624  0.106
103 H 3.884 -10.349 -7.732  0.064
104 H 4.021 -9.276 -6.371  0.064
105 H 3.148 -10.751 -6.223  0.070
106 H 3.485 -9.055 -9.773  0.092
107 H 2.533 -7.737 -10.330  0.109
108 H 1.684 -9.692 -11.326  0.069
109 H 0.488 -8.868 -10.299  0.075
110 H 1.249 -10.404 -9.767  0.061
111 C 11.813 -5.510 -12.270  -0.084
112 N 11.304 -6.833 -12.509  -0.003
113 C 10.276 -7.373 -11.785  -0.519
114 C 9.741 -8.705 -12.285  0.021
115 O 9.793 -6.788 -10.818  0.026
116 H 11.059 -4.746 -12.518  0.089
117 H 12.676 -5.309 -12.893  0.082
118 H 12.024 -5.338 -11.216  0.085
119 H 11.618 -7.332 -13.320  0.123
120 H 8.659 -8.624 -12.371  0.067
121 H 9.916 -9.519 -11.584  0.047
122 H 10.178 -8.971 -13.247  0.080
123 C 13.197 -11.504 -7.657  -0.085
124 N 12.420 -11.749 -8.830  -0.008
125 C 12.883 -11.517 -10.105  -0.497
126 C 11.875 -11.858 -11.201  0.002
127 O 14.035 -11.108 -10.340  0.016
128 H 13.564 -12.432 -7.224  0.085
129 H 12.601 -10.953 -6.921  0.079
130 H 14.016 -10.831 -7.895  0.083
131 H 11.554 -12.247 -8.709  0.116
132 H 12.244 -11.378 -12.114  0.083
133 H 10.933 -11.347 -11.024  0.029
134 H 11.802 -12.919 -11.417  0.087
135 C 7.146 -7.521 -8.301  -0.079
136 N 6.721 -7.282 -9.648  0.029
137 C 6.176 -8.272 -10.382  -0.571
138 C 5.797 -7.923 -11.802  0.002
139 O 5.841 -9.329 -9.894  0.021
140 H 6.565 -6.995 -7.544  0.060
141 H 8.162 -7.114 -8.183  0.093
142 H 7.244 -8.578 -8.095  0.055
143 H 6.838 -6.365 -10.034  0.138
144 H 5.317 -8.782 -12.248  0.083
145 H 6.646 -7.584 -12.402  0.066
146 H 5.127 -7.057 -11.779  0.085

## Properties
- DFT total energy (Ha) = -2207.27157
- SMILES = CCN(CC)CC.CCN(CC)CC.CCN(CC)CC.CCN(CC)CC.CCN(CC)CC.CNC(C)=O.CNC(C)=O.CNC(C)=O
- Kohn-Sham gap (eV) = 8.534
- total charge = 0
- LUMO level (eV) = 0.54
- max |F| (eV Å⁻¹) = 2.2

Record 3
DFT (ωB97M-V/def2-TZVPD) results for a molecular structure, C3AlF9O9S3 at a distorted geometry.

Last column: natural (NBO) charge in e.
Cartesian coordinates (Å):
1 Al 0.426 -0.928 0.644  1.460
2 C -0.634 3.664 -1.519  0.793
3 F -0.468 4.862 -0.917  -0.302
4 F -1.917 3.249 -1.404  -0.299
5 F -0.303 3.944 -2.734  -0.274
6 S 0.558 2.340 -0.763  2.246
7 O 1.877 2.943 -0.830  -0.828
8 O 0.192 1.988 0.590  -0.832
9 O 0.473 1.078 -1.482  -0.882
10 C 3.984 -4.334 -0.683  0.781
11 F 4.873 -4.788 0.210  -0.295
12 F 4.457 -3.231 -1.213  -0.293
13 F 3.794 -5.228 -1.658  -0.295
14 S 2.311 -4.004 0.169  2.246
15 O 1.842 -5.279 0.731  -0.896
16 O 2.576 -2.936 1.131  -0.962
17 O 1.380 -3.410 -0.816  -0.961
18 C -3.379 2.185 1.580  0.803
19 F -4.039 2.834 0.613  -0.290
20 F -2.219 2.748 1.897  -0.290
21 F -4.177 2.192 2.653  -0.295
22 S -3.003 0.329 1.065  2.207
23 O -2.107 0.389 -0.118  -0.806
24 O -2.205 -0.303 2.118  -0.920
25 O -4.293 -0.304 0.735  -0.819

## Properties
- DFT total energy (Ha) = -3126.98408
- Kohn-Sham gap (eV) = 3.176
- total charge = 0
- LUMO level (eV) = -7.89
- max |F| (eV Å⁻¹) = 3.6

Record 4
DFT (ωB97M-V/def2-TZVPD) results for a single C3Br2F2 molecule at a distorted geometry.

Last column: natural (NBO) charge in e.
Cartesian coordinates (Å):
1 C 0.265 0.354 -0.615  -0.345
2 C 0.302 -0.951 -0.874  -0.103
3 C -0.195 0.547 0.751  0.771
4 F -1.479 0.878 1.043  -0.295
5 F 0.447 0.025 1.830  -0.293
6 Br 0.338 1.687 -2.087  0.048
7 Br 0.323 -2.539 -0.047  0.218

## Properties
- DFT total energy (Ha) = -5461.90283
- Kohn-Sham gap (spin up / spin down) (eV) = 7.503 / 8.423
- total charge = 0
- LUMO level (spin up / spin down) (eV) = -1.08 / -0.66
- max |F| (eV Å⁻¹) = 2.3

Record 5
DFT (ωB97M-V/def2-TZVPD) results for a single C3Br2N2 molecule at a distorted geometry.

Last column: natural (NBO) charge in e.
Cartesian coordinates (Å):
1 N -1.047 0.151 -2.291  -0.246
2 C -0.474 0.066 -1.314  0.244
3 C 0.288 0.065 0.076  -0.312
4 Br 1.224 -1.722 -0.055  0.133
5 Br 1.593 1.516 0.084  0.184
6 C -0.509 0.024 1.257  0.184
7 N -1.074 -0.100 2.243  -0.186

## Properties
- DFT total energy (Ha) = -5371.79087
- SMILES = N#CC(Br)(Br)C#N
- Kohn-Sham gap (eV) = 10.232
- total charge = 0
- LUMO level (eV) = -1.22
- max |F| (eV Å⁻¹) = 4.5

Record 6
DFT (ωB97M-V/def2-TZVPD) results for a single C3Br2O molecule at a distorted geometry.

Last column: natural (NBO) charge in e.
Cartesian coordinates (Å):
1 O -0.925 2.057 0.038  -0.501
2 C -0.531 0.925 0.032  0.589
3 C 0.833 0.037 0.054  -0.174
4 Br 2.573 -0.492 -0.018  0.197
5 C -0.423 -0.477 -0.096  -0.203
6 Br -1.527 -2.050 -0.010  0.091

## Properties
- DFT total energy (Ha) = -5337.48171
- SMILES = O=c1c(Br)c1Br
- Kohn-Sham gap (eV) = 9.473
- total charge = 0
- LUMO level (eV) = -0.16
- max |F| (eV Å⁻¹) = 3.3